1.
{
  "formula": "C34H27CuF6N2O5P2S4Te",
  "method": "ωB97M-V with the def2-TZVPD basis set",
  "elements": ["Cu", "Te", "C", "C", "C", "N", "C", "C", "C", "P", "C", "C", "C", "C", "C", "C", "C", "C", "C", "C", "C", "C", "P", "C", "C", "C", "C", "C", "C", "C", "C", "C", "C", "C", "C", "H", "H", "H", "H", "H", "H", "H", "H", "H", "H", "H", "H", "H", "H", "H", "H", "H", "H", "H", "H", "H", "H", "H", "H", "F", "C", "F", "F", "S", "O", "O", "N", "S", "O", "O", "C", "F", "F", "F", "C", "O", "C", "S", "S", "H", "H", "H"],
  "positions_angstrom": [[-0.91, 1.91, -0.68], [-2.76, -2.54, 0.30], [-1.56, -4.09, 1.13], [-1.37, -4.21, 2.51], [-0.47, -5.15, 2.99], [0.25, -5.97, 2.21], [0.06, -5.84, 0.90], [-0.82, -4.93, 0.32], [-1.32, -1.11, 0.13], [-1.47, 0.46, 1.01], [-2.78, 0.31, 2.30], [-2.55, -0.10, 3.61], [-3.60, -0.23, 4.51], [-4.90, 0.05, 4.12], [-5.14, 0.48, 2.81], [-4.09, 0.61, 1.92], [0.02, 0.54, 2.11], [0.40, 1.76, 2.67], [1.50, 1.84, 3.52], [2.24, 0.70, 3.82], [1.88, -0.52, 3.26], [0.77, -0.59, 2.41], [-0.81, -0.48, -1.52], [1.05, -0.57, -1.42], [1.65, -1.61, -0.85], [3.10, -1.83, -0.94], [3.89, -0.97, -1.57], [3.36, 0.31, -2.20], [1.82, 0.58, -2.05], [-1.13, -1.82, -2.76], [-0.20, -2.75, -3.24], [-0.55, -3.69, -4.21], [-1.84, -3.72, -4.72], [-2.78, -2.79, -4.26], [-2.41, -1.86, -3.31], [-1.90, -3.56, 3.19], [-0.31, -5.24, 4.06], [0.65, -6.50, 0.27], [-0.90, -4.87, -0.76], [-1.54, -0.33, 3.93], [-3.40, -0.56, 5.52], [-5.72, -0.05, 4.82], [-6.15, 0.71, 2.50], [-4.28, 0.95, 0.91], [-0.15, 2.66, 2.41], [1.79, 2.80, 3.93], [3.10, 0.77, 4.48], [2.46, -1.41, 3.47], [0.48, -1.53, 1.95], [1.03, -2.36, -0.35], [3.52, -2.73, -0.50], [4.96, -1.14, -1.64], [3.55, 0.23, -3.27], [1.44, 0.75, -3.06], [0.81, -2.74, -2.86], [0.19, -4.39, -4.56], [-2.12, -4.45, -5.47], [-3.79, -2.80, -4.66], [-3.14, -1.12, -2.98], [-2.01, 5.47, -3.14], [-0.92, 5.04, -3.78], [-1.32, 4.49, -4.94], [-0.19, 6.12, -4.10], [0.04, 3.80, -2.81], [-1.12, 2.93, -2.52], [1.02, 3.49, -3.84], [0.50, 4.87, -1.67], [-0.23, 5.17, -0.33], [-0.91, 6.45, -0.29], [-0.94, 4.04, 0.27], [1.17, 5.45, 0.79], [0.70, 5.76, 2.01], [1.94, 6.46, 0.38], [1.93, 4.37, 0.92], [4.00, 0.97, 0.61], [4.66, 1.58, -0.52], [4.34, 1.42, -1.79], [5.23, 2.22, -2.92], [1.43, 2.14, -1.19], [4.77, 0.42, 1.15], [3.19, 0.30, 0.35], [3.60, 1.77, 1.22]],
  "mulliken_charge": [-0.306, 0.098, -0.037, -0.165, -0.367, -0.673, -0.371, -0.129, -1.135, 1.679, 0.203, -0.170, -0.717, -0.415, -0.586, -0.527, 0.160, -0.309, -0.512, -0.603, -0.666, 0.234, 0.892, -0.001, -0.443, -0.793, -1.182, -0.191, 0.152, 0.390, -0.232, -0.811, -0.472, -0.652, -0.344, 0.389, 0.352, 0.354, 0.390, 0.442, 0.389, 0.351, 0.372, 0.411, 0.239, 0.368, 0.322, 0.412, 0.217, 0.482, 0.358, 0.354, 0.728, 0.456, 0.341, 0.390, 0.360, 0.370, 0.419, -0.221, 0.485, -0.235, -0.246, 0.717, -0.636, -0.616, -0.257, 0.741, -0.636, -0.710, 0.611, -0.248, -0.254, -0.189, -0.031, -0.403, -0.053, -0.425, -0.047, 0.327, -0.058, 0.120],
  "homo_lumo_gap_ha": 0.2066,
  "de_lowest_kcal_mol": 76.0,
  "charge": -2,
  "spin_multiplicity": 1,
  "lumo_energy_ha": 0.1357
}

***

2.
{
  "formula": "C34H27HfI2N5O3S",
  "method": "ωB97M-V with the def2-TZVPD basis set",
  "elements": ["Hf", "C", "C", "C", "C", "C", "C", "C", "H", "H", "H", "H", "H", "H", "H", "H", "C", "C", "C", "C", "C", "C", "C", "S", "O", "O", "N", "C", "C", "C", "C", "C", "N", "H", "H", "H", "H", "H", "H", "H", "H", "H", "H", "H", "I", "C", "C", "C", "I", "C", "C", "C", "C", "N", "C", "C", "O", "H", "H", "H", "H", "N", "C", "C", "C", "C", "N", "C", "C", "H", "H", "H", "H"],
  "positions_angstrom": [[0.59, 0.40, -0.42], [-0.71, 4.36, -1.35], [0.29, 3.79, -0.39], [1.34, 2.99, -0.83], [2.25, 2.41, 0.08], [2.10, 2.64, 1.44], [1.08, 3.48, 1.89], [0.19, 4.04, 0.98], [-1.10, 5.32, -0.99], [-1.55, 3.68, -1.46], [-0.27, 4.53, -2.33], [1.49, 2.87, -1.90], [3.10, 1.84, -0.27], [2.80, 2.20, 2.14], [0.99, 3.70, 2.94], [-0.60, 4.69, 1.34], [-4.86, -2.54, 4.48], [-4.19, -1.83, 3.34], [-4.78, -0.71, 2.77], [-4.17, -0.04, 1.72], [-2.95, -0.51, 1.25], [-2.34, -1.64, 1.79], [-2.98, -2.29, 2.83], [-2.21, 0.38, -0.03], [-3.18, 1.13, -0.77], [-1.10, 1.24, 0.56], [-1.28, -0.63, -0.90], [-1.32, -0.24, -2.29], [-2.03, -0.86, -3.30], [-1.97, -0.27, -4.55], [-1.19, 0.87, -4.75], [-0.47, 1.38, -3.70], [-0.53, 0.82, -2.48], [-5.92, -2.69, 4.28], [-4.79, -1.94, 5.39], [-4.41, -3.51, 4.68], [-5.73, -0.35, 3.14], [-4.64, 0.82, 1.27], [-1.42, -2.04, 1.39], [-2.53, -3.18, 3.25], [-2.63, -1.73, -3.09], [-2.53, -0.70, -5.37], [-1.15, 1.35, -5.72], [0.18, 2.24, -3.82], [3.29, -4.05, -0.87], [2.52, -3.20, 0.85], [2.66, -3.89, 2.09], [2.16, -3.38, 3.26], [2.40, -4.46, 5.01], [1.49, -2.12, 3.25], [0.92, -1.48, 4.37], [0.27, -0.28, 4.21], [0.20, 0.30, 2.94], [0.74, -0.25, 1.87], [1.38, -1.45, 2.02], [1.89, -2.00, 0.83], [1.69, -1.22, -0.26], [3.16, -4.85, 2.09], [0.99, -1.95, 5.34], [-0.18, 0.23, 5.05], [-0.33, 1.23, 2.79], [5.30, -1.05, -6.59], [4.63, -0.77, -5.70], [3.80, -0.42, -4.58], [2.79, -1.27, -4.16], [2.02, -0.90, -3.07], [2.19, 0.25, -2.41], [3.18, 1.06, -2.82], [4.00, 0.77, -3.89], [2.61, -2.21, -4.65], [1.25, -1.57, -2.72], [3.32, 1.99, -2.29], [4.78, 1.46, -4.18]],
  "mulliken_charge": [1.877, -1.638, 0.595, 0.229, -0.540, -0.384, -0.740, -0.433, 0.487, 0.230, 0.360, 0.397, 0.379, 0.445, 0.492, 0.487, -1.488, 0.914, -0.852, -0.558, -0.077, -0.434, -1.119, 1.818, -0.675, -0.174, -0.282, 0.389, -1.350, -0.455, -1.007, -0.199, 0.723, 0.400, 0.325, 0.373, 0.447, 0.544, 0.563, 0.408, 0.607, 0.525, 0.495, 0.398, 0.139, -0.347, -0.233, -0.384, 0.183, 0.572, -0.659, -1.515, -0.102, 0.342, 0.075, 0.045, -0.197, 0.382, 0.310, 0.487, 0.610, -0.367, -0.323, 0.651, -0.935, -0.517, 0.460, -0.323, -1.135, 0.569, 0.653, 0.486, 0.575],
  "homo_lumo_gap_ha": 0.2538,
  "de_lowest_kcal_mol": 10.9,
  "charge": 2,
  "spin_multiplicity": 1,
  "lumo_energy_ha": -0.2315
}

***

3.
{
  "formula": "C34H28BBr4MoN7O8P",
  "method": "ωB97M-V with the def2-TZVPD basis set",
  "elements": ["Mo", "Br", "C", "C", "Br", "C", "Br", "C", "O", "C", "O", "C", "Br", "O", "N", "O", "C", "C", "C", "C", "C", "C", "N", "C", "C", "N", "C", "C", "C", "C", "H", "H", "H", "H", "H", "H", "H", "C", "N", "C", "N", "C", "N", "C", "P", "C", "C", "H", "H", "H", "H", "H", "H", "H", "H", "H", "H", "H", "H", "H", "O", "C", "C", "C", "C", "O", "N", "H", "H", "H", "H", "O", "B", "O", "C", "C", "C", "C", "C", "C", "H", "H", "H", "H"],
  "positions_angstrom": [[-0.45, 0.05, 0.10], [2.04, -0.86, -6.33], [1.39, -1.17, -4.59], [1.06, -2.46, -4.17], [1.28, -3.93, -5.33], [0.56, -2.68, -2.88], [0.08, -4.37, -2.23], [0.39, -1.61, -2.01], [-0.10, -1.73, -0.77], [0.74, -0.31, -2.43], [0.59, 0.66, -1.51], [1.22, -0.10, -3.71], [1.63, 1.68, -4.17], [2.57, -4.20, 5.80], [1.84, -3.25, 5.75], [1.17, -2.82, 6.68], [1.72, -2.55, 4.45], [2.82, -2.55, 3.68], [2.84, -1.82, 2.46], [3.98, -1.70, 1.65], [3.92, -0.94, 0.51], [2.71, -0.32, 0.17], [1.62, -0.43, 0.91], [1.68, -1.16, 2.04], [0.48, -1.23, 2.83], [-0.61, -0.60, 2.33], [-1.67, -0.51, 3.11], [-1.76, -1.13, 4.36], [-0.69, -1.84, 4.84], [0.49, -1.88, 4.08], [3.70, -3.08, 4.01], [4.90, -2.20, 1.94], [4.78, -0.82, -0.13], [2.61, 0.27, -0.73], [-2.51, 0.03, 2.72], [-2.68, -1.06, 4.92], [-0.75, -2.34, 5.79], [0.48, 5.07, 2.36], [0.09, 5.08, 0.87], [-1.40, 5.49, 0.77], [-2.22, 4.67, 1.58], [-1.77, 4.69, 2.97], [-0.39, 4.23, 3.11], [-0.25, 2.80, 2.77], [-0.73, 2.44, 1.01], [0.33, 3.74, 0.24], [-2.36, 3.31, 1.05], [0.40, 6.10, 2.70], [1.51, 4.73, 2.41], [0.64, 5.78, 0.39], [-1.67, 5.41, -0.28], [-1.43, 6.53, 1.10], [-2.43, 4.05, 3.57], [-1.84, 5.71, 3.35], [-0.87, 2.21, 3.45], [0.79, 2.49, 2.94], [0.11, 3.79, -0.82], [1.38, 3.48, 0.39], [-3.04, 2.73, 1.68], [-2.77, 3.34, 0.04], [-1.53, 2.87, -1.86], [-1.96, 1.77, -2.17], [-2.61, 1.41, -3.49], [-3.12, -0.02, -3.28], [-2.65, -0.32, -1.89], [-2.83, -1.38, -1.25], [-1.96, 0.68, -1.33], [-1.85, 1.49, -4.27], [-3.40, 2.12, -3.73], [-2.69, -0.75, -3.97], [-4.20, -0.12, -3.33], [-2.35, -2.37, 0.97], [-2.42, -1.10, 0.29], [-3.52, -0.35, 0.93], [-4.17, -1.26, 1.72], [-5.30, -1.07, 2.47], [-5.74, -2.14, 3.26], [-5.03, -3.34, 3.28], [-3.87, -3.51, 2.53], [-3.46, -2.45, 1.75], [-5.85, -0.14, 2.44], [-6.64, -2.04, 3.85], [-5.39, -4.15, 3.90], [-3.32, -4.44, 2.54]],
  "mulliken_charge": [-1.432, -0.154, 0.296, 0.465, -0.156, 0.035, -0.123, 0.402, -0.539, -0.413, -0.470, -0.061, -0.150, -0.566, 0.960, -0.583, 0.118, -1.008, 0.937, -0.587, -1.452, -0.402, 0.719, -0.869, -0.372, 1.635, -0.975, -1.468, -1.255, 0.954, 0.552, 0.485, 0.485, 0.863, 1.175, 0.514, 0.582, -0.724, 0.145, -0.713, 0.198, -0.920, 0.194, -1.545, 3.048, -1.533, -1.452, 0.380, 0.392, 0.356, 0.455, 0.342, 0.398, 0.310, 0.410, 0.460, 0.486, 0.465, 0.352, 0.539, -0.546, -0.223, -0.701, -0.701, -0.166, -0.516, 0.679, 0.296, 0.385, 0.265, 0.395, -0.579, 3.374, -0.592, 0.534, -1.346, -0.658, -0.655, -0.950, 0.590, 0.528, 0.421, 0.424, 0.556],
  "homo_lumo_gap_ha": [0.2168, 0.2222],
  "charge": 1,
  "spin_multiplicity": 3,
  "lumo_energy_ha": [-0.1269, -0.1299]
}

***

Number 1: energy -6580.683244 Ha. Number 2: energy -2852.588827 Ha. Number 3: energy -13028.027736 Ha.